Below is C28H54LuOP2 as an isolated structure in a non-equilibrium geometry, with properties calculated with ωB97M-V with the def2-TZVPD basis set.

M = 643.7 g/mol
HOMO = -10.17 eV
LUMO level = -2.640 eV
Energy above the lowest of the compared OMol25 structures with the same formula, charge and spin = 0.00 kcal/mol
Net charge = +1
E = -84150.69248 eV
Kohn-Sham gap = 7.5 eV

Element x y z (Å)
Lu (0.1016, 0.3364, 0.0619)
C (2.5097, 0.5941, 0.0384)
C (2.2555, 0.0247, -1.2220)
C (1.1616, 2.0320, -1.1663)
C (1.8720, 1.8390, 0.0849)
C (1.4239, 0.9266, -1.9634)
C (3.4727, 0.0673, 1.0478)
H (3.4777, -1.0324, 1.0604)
H (3.2560, 0.4015, 2.0717)
H (4.4826, 0.4072, 0.7770)
C (2.2726, 2.9042, 0.9997)
H (2.7332, 2.4981, 1.9089)
H (1.3873, 3.4161, 1.3961)
H (2.8122, 3.7493, 0.5506)
C (0.4202, 3.2207, -1.6156)
H (1.0276, 3.8696, -2.2615)
H (0.1234, 3.7486, -0.7069)
H (-0.5054, 2.9414, -2.1391)
C (1.1628, 0.9371, -3.4301)
H (2.0119, 1.4482, -3.9243)
H (0.2576, 1.5168, -3.6719)
H (1.0353, -0.0718, -3.8413)
C (3.1765, -0.9845, -1.8188)
H (4.1412, -0.4666, -1.9487)
H (2.7967, -1.3815, -2.7639)
H (3.3157, -1.8314, -1.1434)
C (-0.4536, -3.5284, -0.0568)
C (0.9171, -3.5215, -0.1469)
C (1.6304, -4.6080, -0.9033)
C (1.5288, -4.5850, -2.4747)
C (0.6561, -3.5292, -3.1307)
C (-0.6686, -3.5889, -3.0378)
C (-1.3475, -4.6912, -2.2426)
C (-1.2485, -4.6454, -0.6684)
H (1.3062, -5.6058, -0.5811)
H (1.1539, -5.5707, -2.7736)
H (2.6933, -4.5532, -0.6571)
H (-0.8848, -5.6316, -0.3439)
H (-1.0069, -2.7038, 0.3910)
H (1.5220, -2.7160, 0.2604)
H (-2.2738, -4.5737, -0.2960)
H (-2.4132, -4.6737, -2.4857)
H (-1.3469, -2.8167, -3.4363)
H (-0.9455, -5.6635, -2.5551)
H (2.5469, -4.4670, -2.8554)
H (1.2117, -2.6959, -3.5788)
P (0.0333, -0.3558, 2.6799)
C (0.7366, 1.0372, 3.6567)
H (0.4901, 0.8424, 4.7251)
H (0.3082, 1.9817, 3.2894)
H (1.8224, 1.1238, 3.4642)
C (-1.6459, -0.5635, 3.3897)
H (-1.5277, -0.5672, 4.4986)
H (-2.0638, -1.5167, 3.0002)
H (-2.3178, 0.2595, 3.0624)
C (1.0084, -1.7150, 3.3831)
H (0.5664, -2.6730, 3.0344)
H (0.9619, -1.5759, 4.4923)
H (2.0503, -1.6249, 3.0009)
P (-2.3430, 0.2345, -1.1142)
C (-2.2929, 0.5217, -2.9338)
H (-3.2656, 0.1584, -3.3339)
H (-1.4272, -0.0048, -3.3959)
H (-2.1883, 1.6272, -3.0748)
C (-3.6133, -0.9971, -0.6027)
H (-3.5012, -1.9534, -1.1588)
H (-4.6073, -0.4988, -0.7344)
H (-3.4505, -1.1984, 0.4829)
C (-3.3057, 1.7543, -0.7448)
H (-4.1629, 1.7061, -1.4475)
H (-2.6648, 2.6450, -0.9275)
H (-3.6636, 1.7392, 0.3048)
C (-2.0281, 2.7631, 2.3243)
C (-0.8336, 3.4022, 1.7567)
C (-1.1786, 4.5931, 0.8867)
C (-0.0331, 4.1567, 2.9485)
O (-0.3022, 2.2910, 1.1164)
H (-2.7614, 3.5404, 2.6843)
H (-1.6164, 2.0463, 3.0872)
H (-2.4639, 2.1761, 1.5085)
H (-1.8040, 5.2860, 1.5067)
H (-0.3095, 5.1923, 0.4806)
H (-1.7631, 4.2709, 0.0286)
H (-0.6809, 4.2022, 3.7993)
H (0.9047, 3.7602, 3.3492)
H (0.1747, 5.1912, 2.7198)